Entry 1:
{
  "formula": "C49H58Br6N3O5Ti",
  "method": "ωB97M-V/def2-TZVPD",
  "symbols": ["Br", "Br", "Br", "Br", "Br", "Br", "Ti", "O", "O", "O", "O", "O", "N", "N", "N", "C", "C", "C", "C", "C", "C", "C", "C", "C", "C", "C", "C", "C", "C", "C", "C", "C", "C", "C", "C", "C", "C", "C", "C", "C", "C", "C", "C", "C", "C", "C", "C", "C", "C", "C", "C", "C", "C", "C", "C", "C", "C", "C", "C", "C", "C", "C", "C", "C", "H", "H", "H", "H", "H", "H", "H", "H", "H", "H", "H", "H", "H", "H", "H", "H", "H", "H", "H", "H", "H", "H", "H", "H", "H", "H", "H", "H", "H", "H", "H", "H", "H", "H", "H", "H", "H", "H", "H", "H", "H", "H", "H", "H", "H", "H", "H", "H", "H", "H", "H", "H", "H", "H", "H", "H", "H", "H"],
  "xyz": [[-3.8711, 3.3259, -4.0718], [-3.0265, 6.4472, -4.9633], [-0.1680, 7.7150, -3.8556], [-4.7269, 0.8265, 4.5551], [-1.6987, -2.8926, 1.5405], [1.7929, 5.8331, -1.9050], [-0.2942, 1.2436, -1.0149], [1.0064, 1.4021, 0.3604], [-1.6328, 2.0989, -2.3734], [0.5341, 3.0396, -1.5344], [-1.0742, -0.2653, -0.0769], [-0.0533, -0.0592, -2.4182], [3.5655, 1.5374, -1.8002], [2.2832, -0.8471, -0.6878], [-1.7511, 2.1089, 0.3171], [1.2445, -0.4864, 4.0605], [-0.2178, -1.3786, -2.5213], [-3.5441, 0.4860, 3.0928], [-0.1550, 3.8487, -2.2938], [-0.4783, -4.2032, -2.5075], [1.6104, -1.4636, 0.4338], [-1.3912, 3.3051, -2.7652], [0.1712, 5.1575, -2.6096], [-2.2283, 4.0973, -3.5426], [3.6361, -0.4647, -0.3667], [3.8529, 2.0580, -3.1113], [1.2258, 3.8876, 1.5321], [4.3193, 0.3585, -1.4530], [0.8655, -2.2140, -2.2101], [1.4436, -1.1843, 2.8740], [1.1644, 1.5824, 2.7409], [-2.6033, -1.1696, -3.5275], [1.1118, -1.2402, 5.3813], [-0.1131, 3.5781, 3.5887], [-1.8683, 5.4132, -3.8752], [1.4313, -0.5661, 1.6381], [0.9437, -0.2963, 6.5724], [-3.0955, -0.8100, 2.9155], [1.1521, 0.8894, 3.9554], [-3.3762, -0.4814, -2.3946], [-0.6768, 5.9435, -3.4129], [-2.0977, -0.1503, -4.5593], [-1.4234, -1.9781, -2.9720], [-2.2514, -1.1058, 1.8525], [2.3562, -2.1036, 5.6282], [-0.7076, -5.7113, -2.4339], [-0.1276, -2.1442, 5.3084], [-3.6385, 2.8876, 2.2792], [0.5330, -6.4561, -1.9400], [1.1871, 0.8280, 1.5473], [-1.5112, -3.3641, -2.9183], [1.1537, 3.1200, 2.8527], [2.3887, 3.5462, 3.6699], [3.6346, 2.5621, -0.7871], [-3.1600, 3.7733, 1.3083], [-3.6113, -2.0634, -4.2668], [-1.0713, -6.2555, -3.8225], [-2.2366, 3.3786, 0.3679], [-1.8265, -0.1024, 0.9866], [2.2127, -1.6193, -1.9115], [-2.2619, 1.2151, 1.2170], [-3.1797, 1.5479, 2.2405], [0.7235, -3.5959, -2.1912], [-1.8572, -6.0053, -1.4601], [-1.0056, 3.2856, 3.0379], [-0.1156, 4.6690, 3.6785], [2.5046, -2.8262, 4.8249], [-3.7666, -1.2320, -1.7013], [3.2504, -1.4789, 5.6862], [4.4532, -0.2449, -2.3535], [-4.3632, -1.4203, -4.7298], [-3.4112, -1.5941, 3.5893], [1.5876, -4.1828, -1.9026], [-3.4993, 4.8016, 1.2936], [2.1540, -2.3706, 0.7735], [0.8467, -0.8811, 7.4913], [-4.3455, 3.2032, 3.0324], [3.6098, 0.1082, 0.5624], [3.6997, 1.2818, -3.8641], [2.9249, 3.3522, -1.0210], [3.3550, 2.1517, 0.1817], [1.2786, 4.9577, 1.7604], [5.3400, 0.6072, -1.0958], [4.8895, 2.4403, -3.2106], [1.5829, -2.2615, 2.8920], [2.3965, 3.1129, 4.6713], [-3.1327, -2.6499, -5.0558], [-0.0551, -2.8496, 4.4793], [-1.9692, -5.7738, -4.2122], [2.4049, 4.6354, 3.7707], [-2.9423, 0.4105, -4.9676], [-1.6228, -5.6220, -0.4653], [3.1680, 2.8797, -3.3275], [-1.4051, 0.5591, -4.1191], [-0.2481, -2.7104, 6.2381], [2.4846, -0.9570, -2.7380], [0.3608, 3.7155, 0.9020], [1.8044, 0.3676, 6.6829], [-2.4432, -3.8250, -3.2144], [-4.2143, 0.0870, -2.8089], [-0.1840, 3.1557, 4.5934], [-1.6004, -0.6750, -5.3818], [1.0539, 1.4743, 4.8594], [0.6276, -1.7935, 0.1013], [4.2668, -1.3592, -0.1669], [-2.0343, -7.0834, -1.3884], [1.3798, -6.3154, -2.6150], [-4.1377, -2.7448, -3.5944], [2.1023, 3.6181, 0.9477], [4.6543, 2.9934, -0.7076], [3.3052, 3.2365, 3.1612], [-1.0251, -1.5439, 5.1447], [2.9528, -2.4476, -1.8947], [-1.8514, 4.0778, -0.3613], [0.8295, -6.1164, -0.9458], [-0.2598, -6.0699, -4.5295], [0.3205, -7.5273, -1.8836], [2.2573, -2.6574, 6.5672], [-2.7831, -5.5280, -1.7830], [-1.2545, -7.3340, -3.7782], [0.0473, 0.3179, 6.4689], [-2.7607, 0.2118, -1.8353]],
  "lowdin_spin": [0.001, 0.000, 0.000, 0.004, 0.007, 0.000, 0.192, 0.012, 0.003, 0.000, -0.019, -0.002, 0.000, 0.000, 0.130, 0.001, 0.000, 0.060, 0.001, 0.000, 0.000, 0.001, 0.000, 0.002, 0.000, 0.000, 0.001, 0.000, 0.000, -0.001, 0.003, 0.000, 0.000, 0.001, 0.000, 0.001, 0.000, 0.032, 0.000, 0.001, 0.002, 0.000, 0.000, 0.035, 0.000, 0.000, 0.000, 0.215, 0.000, 0.001, 0.000, 0.000, 0.000, 0.000, 0.048, 0.000, 0.000, 0.145, 0.046, 0.000, 0.028, 0.018, 0.000, 0.000, 0.001, 0.000, 0.000, 0.000, 0.000, 0.000, 0.000, 0.001, 0.000, -0.002, 0.000, 0.000, 0.016, 0.000, 0.000, 0.000, 0.000, 0.000, 0.000, 0.000, 0.000, 0.000, 0.000, 0.000, 0.000, 0.000, 0.000, 0.000, 0.000, 0.000, 0.000, 0.000, 0.001, 0.000, 0.000, 0.000, 0.000, 0.000, 0.000, 0.000, 0.000, 0.000, 0.000, 0.000, 0.000, 0.000, 0.000, 0.000, 0.000, 0.009, 0.000, 0.000, 0.000, 0.000, 0.000, 0.000, 0.000, 0.001],
  "total_charge": -2,
  "gap_ev": [4.2, 6.4],
  "e_homo_ev": [-0.42, -2.65],
  "e_above_lowest_kcal_mol": 0.0,
  "lumo_ev": [3.798, 3.798],
  "spin_multiplicity": 2,
  "fmax_ha_per_bohr": 0.0169
}


Entry 2:
{
  "formula": "C49H59GeIN2O5SSn",
  "method": "ωB97M-V/def2-TZVPD",
  "symbols": ["I", "Sn", "Ge", "S", "O", "O", "O", "O", "O", "N", "N", "C", "C", "C", "C", "C", "C", "C", "C", "C", "C", "C", "C", "C", "C", "C", "C", "C", "C", "C", "C", "C", "C", "C", "C", "C", "C", "C", "C", "C", "C", "C", "C", "C", "C", "C", "C", "C", "C", "C", "C", "C", "C", "C", "C", "C", "C", "C", "C", "C", "H", "H", "H", "H", "H", "H", "H", "H", "H", "H", "H", "H", "H", "H", "H", "H", "H", "H", "H", "H", "H", "H", "H", "H", "H", "H", "H", "H", "H", "H", "H", "H", "H", "H", "H", "H", "H", "H", "H", "H", "H", "H", "H", "H", "H", "H", "H", "H", "H", "H", "H", "H", "H", "H", "H", "H", "H", "H", "H"],
  "xyz": [[0.9400, -1.5812, -0.4404], [-0.4879, 1.1750, 0.3027], [-2.0421, 4.4698, -3.6133], [2.1257, -2.7451, 1.2665], [1.0634, 0.8446, 2.2753], [-1.2285, 0.6020, -1.9293], [-3.4747, -0.0809, 1.7329], [-2.4303, 2.4156, -1.4057], [1.6412, 3.0275, 0.4452], [-0.9959, -0.8756, 2.5201], [1.2377, 2.0369, -0.6404], [-4.9094, 7.9469, -2.0851], [-0.5238, 4.3171, -2.4149], [-4.2086, -2.3310, 1.4393], [3.9683, 0.5821, 2.1144], [-0.8383, 4.7075, -7.7144], [2.7068, -4.2071, 5.7073], [-3.4058, 7.0989, -3.7600], [-2.0324, 1.5391, -2.1963], [2.4213, -1.3340, 4.7425], [-1.2487, 5.0186, -5.3415], [-3.0781, -6.4445, 2.4819], [-2.4453, -5.9820, 0.1075], [2.3897, -0.3230, 3.8440], [1.3373, -2.2545, 4.9824], [-0.3509, 6.0890, -5.3722], [-6.5374, -3.0493, 0.7277], [1.1601, -0.1173, 3.0694], [-4.2567, 8.0970, -3.2992], [0.6101, 5.0798, -0.3643], [-1.4740, 4.3361, -6.5342], [0.2791, 6.4754, -6.5448], [-3.8623, 5.8007, -1.8000], [0.0863, -1.0946, 3.2463], [0.2775, -4.1966, 6.2071], [0.2232, -2.1339, 4.2284], [-5.6050, -1.8734, 1.0268], [-3.1932, 5.9391, -3.0192], [-0.7269, -5.8847, 1.8946], [-2.5234, -4.1118, 1.7695], [-4.7110, 6.7948, -1.3353], [1.7037, 4.0708, -0.5291], [-2.1907, -5.5853, 1.5693], [4.7830, 0.2132, 4.4261], [0.3964, 3.3749, -2.6327], [-6.2426, -1.0522, 2.1578], [1.7783, -2.6367, 7.4224], [1.5139, -3.3095, 6.0682], [-0.4190, 5.1594, -1.2055], [3.1789, 2.0549, 3.9885], [-3.2057, 2.9339, -3.9336], [-3.8388, -3.6385, 1.4493], [-2.5206, 1.6056, -3.6459], [-1.9255, -1.7996, 2.2440], [1.5005, 3.0853, -1.6607], [0.0367, 5.7811, -7.7236], [-5.5139, -1.0123, -0.2440], [-3.2156, -1.2911, 1.7862], [-1.6128, -3.1909, 2.1788], [3.5622, 0.6196, 3.5972], [-5.1140, -1.6032, -1.0715], [0.0477, -4.7126, 5.2735], [4.0346, 2.7189, 3.8296], [2.6843, -2.0300, 7.3985], [0.9710, 7.3094, -6.5383], [-4.1388, -6.2807, 2.2799], [-1.6600, 1.4503, -4.3031], [-2.1803, -7.0310, -0.0571], [-0.5229, -6.9444, 1.7123], [-0.6008, -3.6164, 6.4955], [3.6338, -3.6361, 5.6440], [-0.0395, -5.2912, 1.2902], [3.3215, -1.4781, 5.3281], [-4.4090, 8.9930, -3.8900], [-2.9018, 7.2294, -4.7110], [-7.5227, -2.6605, 0.4568], [-4.5726, -4.3829, 1.1596], [-4.0573, 3.0462, -3.2628], [-6.6592, -3.7023, 1.5955], [-3.7157, 4.9016, -1.2089], [2.4172, 2.8701, -2.2252], [-0.4997, -5.6740, 2.9425], [-2.1509, 3.4900, -6.5528], [0.6725, 5.7492, 0.4872], [-3.5708, 3.0121, -4.9604], [-0.5746, -3.4558, 2.3312], [4.9037, 1.1383, 1.9856], [2.6880, 4.5551, -0.4840], [1.8969, -3.3891, 8.2083], [-7.2505, -0.7381, 1.8678], [-1.8440, -5.3634, -0.5605], [-5.5728, 8.7235, -1.7239], [4.5930, 0.2768, 5.5013], [-1.1917, 5.8997, -1.0290], [5.6075, 0.8919, 4.1940], [-6.5101, -0.6550, -0.5255], [-3.1801, 0.7454, -3.7926], [2.8407, -4.9876, 6.4633], [-0.6393, -2.7643, 4.3944], [-2.8952, -6.1979, 3.5299], [0.3380, 2.7269, -3.5030], [-1.0241, 4.1513, -8.6258], [-5.6415, -0.1721, 2.3734], [-5.2174, 6.6693, -0.3861], [-3.4942, -5.8508, -0.1672], [4.1181, -0.4465, 1.7818], [-0.1279, 6.6245, -4.4548], [-2.8663, -7.5083, 2.3347], [5.1080, -0.8026, 4.1906], [-6.1767, -3.6532, -0.1080], [0.5368, 6.0708, -8.6399], [3.2100, 1.0331, 1.4791], [-6.3197, -1.6555, 3.0663], [2.3504, 2.4096, 3.3795], [0.4540, -4.9526, 6.9772], [2.5450, -4.6821, 4.7387], [2.8965, 2.1051, 5.0444], [-4.8607, -0.1579, -0.0808], [0.9457, -1.9838, 7.6912]],
  "mulliken_charge": [0.021, 0.254, 2.035, -0.729, -0.474, -0.636, -0.775, -0.616, -0.076, 0.026, -0.144, -0.415, 0.636, -0.122, -1.375, -0.631, -1.703, -0.373, 0.825, -0.169, -0.210, -1.737, -1.782, 0.276, -0.437, -0.261, -2.261, 0.801, -0.598, -1.078, -0.424, -0.711, -0.172, -1.469, -1.960, 0.112, 2.570, -0.546, -1.757, -0.693, -0.706, -0.197, 2.033, -2.369, -0.490, -1.826, -1.797, 1.997, -0.412, -1.785, -1.043, -0.074, -0.958, -1.039, -0.501, -0.392, -1.823, 0.849, 0.417, 2.589, 0.325, 0.112, 0.447, 0.307, 0.371, 0.272, 0.191, 0.473, 0.485, 0.395, 0.314, 0.386, 0.333, 0.372, 0.306, 0.443, 0.294, 0.462, 0.415, 0.507, 0.251, 0.009, 0.194, 0.348, 0.650, 0.645, 0.468, 0.283, 0.465, 0.462, 0.377, 0.352, 0.347, 0.340, 0.476, 0.444, 0.498, 0.482, 0.885, 0.295, 0.486, 0.374, 0.359, 0.407, 0.309, 0.238, 0.405, 0.487, 0.409, 0.366, 0.354, 0.089, 0.349, 0.302, 0.474, 0.323, 0.279, 0.454, 0.363],
  "total_charge": -2,
  "gap_ev": [5.0, 5.0],
  "e_homo_ev": [-1.26, -1.25],
  "e_above_lowest_kcal_mol": 81.3,
  "lumo_ev": [3.771, 3.771],
  "fmax_ha_per_bohr": 0.0119
}


| no. | DFT total energy (eV) |
| --- | --- |
| 1 | -509841.5655 |
| 2 | -146271.7933 |